Entry from OMol25: 2 unconnected molecules or ions with the total composition C6H18N2 (the ωB97M-V functional and the def2-TZVPD basis).

Computed properties:
Calculated total energy ... -348.84299 Eh
Molecular weight ... 118.2 g mol⁻¹
Lowest unoccupied orbital energy ... 1.002 eV
Energy relative to the best compared isomer or geometry (same formula, charge and spin) ... 1.265 eV

The geometry in ORCA input format:
```
! RIJCOSX wB97M-V def2-TZVPD def2/J DEFGRID3
* xyz 0 1
C 3.04 0.40 2.98
N 1.89 -0.11 2.29
C 0.74 0.67 2.77
C 2.05 -0.04 0.85
H 2.80 0.15 4.03
H 3.29 1.47 2.92
H 3.92 -0.19 2.66
H 0.66 0.85 3.85
H -0.14 0.08 2.45
H 0.72 1.64 2.24
H 2.28 1.00 0.54
H 1.05 -0.31 0.47
H 2.79 -0.71 0.39
C -1.28 0.61 -1.47
N -1.52 -0.46 -2.41
C -1.90 -1.73 -1.83
C -2.49 0.00 -3.36
H -0.51 0.20 -0.81
H -2.19 0.80 -0.88
H -0.92 1.57 -1.88
H -1.21 -1.95 -1.00
H -1.85 -2.56 -2.55
H -2.92 -1.66 -1.43
H -2.18 0.86 -3.98
H -3.41 0.27 -2.82
H -2.71 -0.85 -4.02
*
```